*one*
DFT (the ωB97M-V functional and the def2-TZVPD basis) results for the ion C5H10NS with charge +1.

Values from the calculation:
- net charge = +1
- HOMO (hartree) = -0.5064

Last column: Mulliken charge in e.
Cartesian coordinates (Å):
C (-1.604, -0.528, -0.519)  -0.40
C (-1.114, 0.857, -0.782)  -0.64
C (-0.477, -1.396, -0.155)  -0.17
C (0.191, 1.144, 0.086)  -0.60
C (2.067, -0.220, 1.098)  -0.60
N (1.039, 0.040, 0.129)  0.22
S (2.590, -0.082, -0.640)  -0.06
H (-2.404, -0.479, 0.247)  0.35
H (-2.113, -0.815, -1.425)  0.27
H (-0.882, 1.083, -1.783)  0.40
H (-1.964, 1.439, -0.462)  0.31
H (-0.310, -1.670, 0.878)  0.27
H (0.150, -2.202, -0.830)  0.27
H (0.630, 2.121, -0.228)  0.38
H (-0.102, 1.289, 1.157)  0.35
H (2.309, 0.635, 1.771)  0.34
H (1.994, -1.215, 1.457)  0.32

*two*
DFT (the ωB97M-V functional and the def2-TZVPD basis) results for the ion C5H10NS with charge +1.

Values from the calculation:
- structure (SMILES) = CC(C)CC#[N+]S
- net charge = +1
- HOMO (hartree) = -0.5618

Last column: Mulliken charge in e.
Cartesian coordinates (Å):
C (-0.329, 1.600, -0.132)  -1.44
C (-1.045, 0.348, 0.357)  0.48
C (-1.632, -0.451, -0.798)  -1.40
C (-0.082, -0.535, 1.210)  -0.71
C (1.108, -0.827, 0.540)  0.61
N (2.118, -0.918, -0.012)  -0.22
S (3.595, -1.615, -1.067)  0.18
H (0.176, 2.116, 0.683)  0.38
H (0.399, 1.353, -0.900)  0.35
H (-1.052, 2.286, -0.572)  0.41
H (-1.854, 0.641, 1.034)  0.28
H (-2.190, -1.315, -0.445)  0.39
H (-2.320, 0.180, -1.356)  0.38
H (-0.853, -0.788, -1.479)  0.34
H (0.170, -0.013, 2.141)  0.36
H (-0.572, -1.481, 1.472)  0.36
H (4.361, -0.582, -0.677)  0.25

Q: What are the energies relative to the best structure? A: *one* 1.474; *two* 0.000, in eV.

*one*
DFT (the ωB97M-V functional and the def2-TZVPD basis) results for the ion C5H10NS with charge +1.

Values from the calculation:
- structure (SMILES) = C=C[C@H](S)[NH+]1CC1
- net charge = +1
- HOMO (hartree) = -0.5137

Last column: Mulliken charge in e.
Cartesian coordinates (Å):
C (-1.506, 1.122, 1.689)  -0.78
C (-1.377, 0.159, 0.803)  -0.19
C (-0.620, 0.272, -0.543)  -0.24
S (-1.505, -0.454, -1.933)  -0.08
N (0.626, -0.654, -0.221)  0.05
C (1.689, -0.451, -1.155)  -0.36
C (1.849, 0.020, 0.296)  -0.23
H (-2.140, 1.200, 2.587)  0.31
H (-0.933, 2.059, 1.461)  0.18
H (-1.700, -0.888, 0.868)  0.25
H (-0.182, 1.218, -0.727)  0.44
H (-2.403, -1.297, -1.145)  0.21
H (0.327, -1.631, 0.032)  0.37
H (1.578, 0.429, -1.935)  0.23
H (2.303, -1.278, -1.525)  0.29
H (2.296, -0.802, 0.854)  0.27
H (1.697, 0.976, 0.593)  0.29

*two*
DFT (the ωB97M-V functional and the def2-TZVPD basis) results for the ion C5H10NS with charge +1.

Values from the calculation:
- net charge = +1
- HOMO (hartree) = -0.5196

Last column: Mulliken charge in e.
Cartesian coordinates (Å):
C (-0.265, -1.875, -0.166)  0.09
C (0.126, 0.428, 0.276)  -0.70
C (-1.347, 0.370, 0.510)  0.08
C (-2.136, 1.471, -0.248)  -1.39
C (2.030, -1.333, 0.054)  -0.82
N (0.642, -1.030, 0.124)  0.14
S (-1.936, -1.424, -0.059)  -0.02
H (0.071, -2.944, -0.094)  0.31
H (0.530, 0.961, -0.624)  0.36
H (0.555, 0.796, 1.175)  0.34
H (-1.556, 0.308, 1.580)  0.43
H (-1.729, 2.559, -0.056)  0.32
H (-3.165, 1.348, -0.104)  0.43
H (-2.061, 1.387, -1.267)  0.48
H (2.572, -0.707, -0.687)  0.28
H (2.197, -2.411, -0.121)  0.32
H (2.279, -1.133, 1.097)  0.37

Q: What are the energies relative to the best structure? A: *one* 2.134; *two* 0.000, in eV.

*one*
DFT (the ωB97M-V functional and the def2-TZVPD basis) results for a cluster of 5 separate species, C4H16NO2S in total.

Values from the calculation:
- net charge = +1
- HOMO (hartree) = -0.4628

Last column: Mulliken charge in e.
Cartesian coordinates (Å):
C (1.971, 2.216, 0.320)  -0.31
C (-5.574, 0.015, 0.236)  -0.54
C (-4.504, -0.105, 1.021)  -0.16
S (-0.664, 0.014, -0.126)  0.10
C (0.214, 0.126, -1.696)  -0.74
N (2.913, 1.510, -0.480)  -0.18
H (1.132, 1.516, 0.445)  -0.09
H (1.766, 3.157, -0.181)  0.33
H (-5.593, -0.400, -0.759)  0.23
H (-6.579, 0.337, 0.579)  0.24
H (-3.563, -0.489, 0.589)  0.00
H (-4.571, 0.128, 2.086)  0.24
H (0.862, -0.698, -2.002)  0.38
H (0.718, 1.114, -1.712)  0.29
H (-0.529, 0.186, -2.523)  0.37
H (3.245, 0.590, -0.208)  0.27
H (2.341, 2.432, 1.335)  0.31
H (3.573, 1.992, -1.070)  0.26
H (0.364, -1.585, 0.072)  0.35
H (0.652, -2.958, 0.776)  0.29
O (1.077, -2.257, 0.269)  -0.66
H (2.746, -1.627, 0.699)  0.37
H (4.042, -1.087, 1.320)  0.34
O (3.481, -0.999, 0.542)  -0.68

*two*
DFT (the ωB97M-V functional and the def2-TZVPD basis) results for a cluster of 5 separate species, C4H16NO2S in total.

Values from the calculation:
- net charge = +1
- HOMO (hartree) = -0.4733

Last column: Mulliken charge in e.
Cartesian coordinates (Å):
C (-2.475, 1.804, -1.864)  -0.70
C (4.028, 0.130, -0.846)  -0.25
C (5.009, 1.005, -0.820)  -0.53
S (0.787, -0.480, 0.228)  0.19
C (0.173, -1.905, -0.607)  -0.75
N (-3.043, 0.580, -1.324)  -0.33
H (-1.471, 1.983, -1.502)  0.23
H (-2.408, 1.672, -2.943)  0.34
H (4.010, -0.680, -0.128)  0.17
H (3.148, 0.264, -1.465)  0.20
H (5.832, 0.964, -0.101)  0.24
H (5.053, 1.825, -1.536)  0.24
H (-0.819, -2.152, -0.246)  0.43
H (0.176, -1.669, -1.667)  0.29
H (0.872, -2.730, -0.381)  0.42
H (-3.129, 0.662, -0.306)  0.24
H (-3.049, 2.713, -1.643)  0.30
H (-3.956, 0.313, -1.660)  0.29
H (-0.342, -1.046, 1.743)  0.26
H (-0.167, -1.541, 3.237)  0.32
O (-0.804, -1.395, 2.519)  -0.60
H (-2.273, 0.224, 2.108)  0.34
H (-3.380, 1.340, 2.188)  0.30
O (-2.877, 0.786, 1.574)  -0.65

Q: What are the energies relative to the best structure? A: *one* 0.000; *two* 0.622, in eV.

*one*
DFT (the ωB97M-V functional and the def2-TZVPD basis) results for the ion C6H11NO with charge +1.

Values from the calculation:
- multiplicity = 2
- net charge = +1
- HOMO (alpha / beta) (hartree) = -0.5151 / -0.5138

Last column: Mulliken charge in e.
Cartesian coordinates (Å):
C (-1.700, -0.933, 0.776)  -0.55
O (-2.665, -0.666, -0.221)  -0.50
C (-1.041, 0.396, 1.177)  -0.55
C (-0.396, 1.068, -0.012)  -0.40
C (0.806, 0.299, -0.550)  0.97
C (0.783, -0.833, -1.298)  -1.00
C (3.165, 0.800, -0.437)  -0.10
N (1.937, 1.060, -0.275)  -0.19
H (-2.134, -1.433, 1.679)  0.38
H (-1.059, -1.755, 0.433)  0.27
H (-3.504, -1.080, 0.072)  0.33
H (-0.187, 0.092, 1.844)  0.30
H (-1.733, 1.113, 1.591)  0.35
H (-1.109, 1.215, -0.875)  0.36
H (-0.172, 2.015, 0.475)  0.26
H (-0.103, -1.342, -1.657)  0.39
H (1.641, -1.397, -1.661)  0.21
H (3.922, 1.555, -0.249)  0.28
H (3.550, -0.174, -0.811)  0.18

*two*
DFT (the ωB97M-V functional and the def2-TZVPD basis) results for a cluster of 2 separate species, C6H11NO in total.

Values from the calculation:
- multiplicity = 2
- net charge = +1
- HOMO (alpha / beta) (hartree) = -0.5380 / -0.5344

Last column: Mulliken charge in e.
Cartesian coordinates (Å):
C (-0.393, -2.461, -0.681)  -1.21
C (-0.548, -1.142, -0.150)  1.07
C (-0.470, -0.995, 1.211)  -0.62
N (-0.302, 0.391, 1.353)  0.05
C (-0.268, 1.129, 0.142)  0.41
C (-0.461, 0.124, -0.835)  -0.73
C (-0.589, 2.637, 0.128)  -1.20
H (-0.713, -2.315, -1.784)  0.32
H (0.685, -2.851, -0.682)  0.27
H (-1.026, -3.237, -0.287)  0.40
H (-0.499, -1.621, 2.043)  0.46
H (-0.335, 0.866, 2.245)  0.22
H (-0.435, 0.270, -1.879)  0.47
H (-0.499, 3.003, -0.914)  0.33
H (-1.414, 3.145, 0.732)  0.33
H (0.301, 3.244, 0.406)  0.37
H (2.119, -0.311, 0.325)  0.29
H (2.162, 0.017, -1.099)  0.35
O (2.686, 0.108, -0.274)  -0.59

Q: What are the energies relative to the best structure? A: *one* 1.873; *two* 0.000, in eV.